Formula: FH3P2
Source: the Open Molecules 2025 dataset
Level of theory: ωB97M-V/def2-TZVPD

Last column: Mulliken charge in e.
Positions of all 6 atoms, in Å:
P: 0.9336 0.0154 -0.0109  -0.053
P: -0.6383 -1.3607 0.0331  0.048
F: -2.5127 0.6296 0.1753  -0.252
H: -0.0011 0.9389 0.2793  0.106
H: -0.6731 -1.6431 -1.4710  0.094
H: 1.3483 -0.1152 1.2403  0.056

Results
- net charge = 0
- HOMO level (spin up / spin down) (eV) = -8.95 / -9.36
- Kohn-Sham gap (spin up / spin down) (eV) = 9.83 / 5.22
- multiplicity = 3
- energy above the lowest of the compared OMol25 structures with the same formula, charge and spin (kcal/mol) = 34.5

=====

Formula: C33H44BrCdN4O3SSi
Source: the Open Molecules 2025 dataset
Level of theory: ωB97M-V/def2-TZVPD

Last column: Mulliken charge in e.
Positions of all 88 atoms, in Å:
Cd: 0.6104 -0.9635 0.5677  3.633
Br: 2.8420 -1.6317 3.0298  -0.114
S: 1.3747 1.1664 1.2886  -0.710
Si: 0.0553 2.4217 0.2095  -0.654
O: -0.3212 1.5188 -1.1074  -0.221
O: -1.3827 2.6103 0.9099  0.575
O: 0.7323 3.8411 -0.1463  -0.380
N: 1.8541 -1.6798 -1.3195  0.918
N: -1.3704 -1.8319 1.6246  0.833
N: -0.7356 -2.1531 -0.9341  0.865
N: 1.6145 -3.5993 1.5317  -0.082
C: 1.9708 5.5917 -1.1592  -1.780
C: -1.1715 -2.6217 -3.2154  -0.807
C: -1.5657 -1.8059 2.9322  -0.571
C: 1.9329 -5.9747 1.7264  0.333
C: 2.6240 4.6349 1.0811  -1.524
C: -1.7072 3.3751 -1.9934  -1.341
C: 2.9508 3.2926 -0.9957  -1.469
C: -2.5016 -2.8541 -2.9078  -1.185
C: -2.0090 -2.3625 -0.6205  -0.117
C: -2.3258 0.9859 -2.2660  -1.181
C: -0.2814 1.9204 -3.4433  -1.615
C: 3.1492 -4.4691 3.1555  -0.714
C: -3.7888 -2.6190 2.6948  -0.577
C: -0.2983 -2.2707 -2.1829  -0.350
C: 1.1514 -2.0699 -2.3879  0.356
C: -3.5789 -2.6660 1.3264  -1.083
C: -2.7601 -2.1961 3.5207  -0.847
C: -2.3425 -2.2666 0.8161  0.354
C: -3.4339 2.9774 1.9638  -1.707
C: -1.9314 3.2687 2.0353  1.380
C: 2.0630 4.3256 -0.3041  1.670
C: -2.9394 -2.7182 -1.6003  -0.778
C: 1.5905 -7.3580 1.2673  -1.298
C: 2.8552 -5.7571 2.7496  -0.418
C: 3.8692 -1.7907 -2.5759  -0.824
C: 2.4924 -3.4343 2.5073  0.206
C: -1.3292 2.6845 3.3129  -1.360
C: 1.3460 -4.8451 1.1549  -0.559
C: 1.7798 -2.3222 -3.6071  -0.958
C: -1.6773 4.7728 1.9666  -1.460
C: 3.1546 -2.1753 -3.7000  -0.614
C: -1.1512 1.9649 -2.1852  1.452
C: 3.1669 -1.5470 -1.4052  -0.560
H: 2.5679 3.7366 1.6923  0.249
H: -0.6085 4.9648 1.9594  0.171
H: -3.0631 1.3319 -2.9862  0.519
H: 0.6200 -4.9327 0.3533  0.623
H: 3.6605 -2.3803 -4.6311  0.466
H: -0.9110 4.0652 -1.7429  0.165
H: 1.8211 -7.4795 0.2101  0.327
H: 4.9418 -1.6903 -2.6039  0.455
H: -1.4562 1.6031 3.3262  0.125
H: 3.8567 -4.2630 3.9429  0.459
H: -3.8425 3.3543 1.0283  0.361
H: -0.7264 -1.4710 3.5300  0.433
H: 3.9145 3.7411 -1.2134  0.597
H: -2.1117 5.1935 1.0628  0.308
H: -0.8349 -2.6930 -4.2361  0.469
H: 3.6601 4.9450 1.0004  0.520
H: -4.7350 -2.9332 3.1101  0.469
H: 0.5440 2.6187 -3.3187  0.302
H: 0.1281 0.9206 -3.5822  0.174
H: -2.8750 -2.1750 4.5917  0.471
H: 1.5642 5.3551 -2.1399  0.359
H: 3.6731 -1.2437 -0.4952  0.413
H: -3.6033 1.9029 1.9990  0.322
H: -3.1922 -3.1528 -3.6826  0.448
H: 3.0988 2.4310 -0.3494  0.300
H: -0.2663 2.9042 3.3576  0.277
H: -2.1929 3.7036 -2.9103  0.581
H: -3.9809 -2.8644 -1.3665  0.464
H: 2.1430 -8.1100 1.8256  0.369
H: 1.2251 -2.6424 -4.4743  0.430
H: -0.8493 2.2057 -4.3255  0.393
H: -4.3652 -3.0236 0.6810  0.423
H: -2.7960 0.9243 -1.2858  0.153
H: 1.3317 6.3334 -0.6861  0.334
H: 0.5265 -7.5507 1.3946  0.327
H: -3.9486 3.4535 2.7917  0.444
H: 3.3411 -6.5909 3.2302  0.388
H: 2.0540 5.4267 1.5598  0.350
H: -1.8131 3.1127 4.1851  0.506
H: -2.1223 5.2553 2.8331  0.516
H: 2.9635 6.0148 -1.2855  0.470
H: -1.9883 -0.0072 -2.5532  -0.009
H: 2.5022 2.9580 -1.9277  0.182
H: -2.4318 3.3790 -1.1837  0.177

Results
- net charge = +1
- HOMO level (eV) = -10.49
- Kohn-Sham gap (eV) = 7.29
- energy above the lowest of the compared OMol25 structures with the same formula, charge and spin (kcal/mol) = 4.4

=====

Formula: C37H43CrFN3O9
Source: the Open Molecules 2025 dataset
Level of theory: ωB97M-V/def2-TZVPD

Last column: Mulliken charge in e.
Positions of all 94 atoms, in Å:
Cr: 0.5431 -1.0915 -1.2447  0.330
F: 1.0160 2.3142 4.4944  -0.360
O: 2.0496 -0.8077 -2.5316  -0.127
O: -2.4028 1.1093 -3.0511  -0.757
O: -2.2503 -3.1628 -2.2209  -0.157
O: 0.0516 0.1052 0.1804  -0.458
O: -0.7042 -2.8584 0.1759  0.082
O: -0.7884 -0.2662 -2.3787  -0.526
O: 1.9365 -1.9505 0.1764  1.140
O: 3.2705 -1.5425 -4.2640  -0.679
O: 0.6099 -2.8938 -2.3379  0.531
N: -0.0861 6.5992 6.6698  -0.134
N: -0.4855 4.7836 4.5370  0.270
N: -1.9526 3.6684 0.0641  0.318
C: -1.5470 0.7559 -2.2513  0.232
C: 1.3924 -3.7212 -4.5081  -0.479
C: -1.3481 1.6106 -1.0179  -0.203
C: -1.9780 2.8133 -0.9955  -0.482
C: -2.1213 -2.8892 0.2103  -0.439
C: 0.1708 6.0585 4.2963  -0.559
C: 2.4119 -4.2293 -5.3108  -0.328
C: -0.7713 5.2838 6.8930  -1.004
C: -0.5463 2.1074 1.2378  1.080
C: 1.4356 -2.9476 1.0706  -0.651
C: -0.0258 -2.6974 1.4035  -0.646
C: 3.2347 -6.1667 -1.4858  -0.908
C: 0.2351 2.6578 3.4428  0.289
C: 0.8129 -4.8692 -6.9881  -0.458
C: -2.6073 4.9474 -0.0403  -0.291
C: -0.2041 -4.3530 -6.2043  -0.949
C: -0.2286 4.2873 5.8781  -0.602
C: 1.7626 -3.0954 -3.1827  3.534
C: -0.3498 7.0953 5.2802  -0.698
C: -0.5892 1.2024 0.1147  0.723
C: 2.4172 -5.3337 -2.2336  -0.204
C: 2.4383 -1.6825 -3.3917  -0.552
C: -1.1921 4.1861 2.3054  -1.082
C: -3.2960 -2.4061 -2.8168  -0.971
C: 4.6882 -4.3169 -1.0249  -0.947
C: 4.3770 -5.6605 -0.8824  -0.549
C: -0.4584 3.8630 3.4477  -1.105
C: 2.7261 -3.9839 -2.3865  -0.643
C: -3.9423 5.0443 -0.7059  -1.009
C: 3.8682 -3.4826 -1.7735  -0.091
C: 0.0824 -3.7762 -4.9740  -0.335
C: -2.5919 -3.7246 -0.9761  -0.991
C: -1.2364 3.3403 1.2037  -0.320
C: 2.8560 -1.0310 0.7520  -1.005
C: 2.1244 -4.7961 -6.5399  -0.920
C: 0.1825 1.7864 2.3841  -0.440
C: -3.8402 5.2197 0.7777  -0.439
H: 3.4361 -4.1629 -4.9709  0.464
H: -1.4268 7.2089 5.1736  0.379
H: -2.4576 -3.3776 1.1317  0.492
H: -0.7453 -3.3649 -4.4055  0.381
H: 2.9279 -5.1830 -7.1535  0.399
H: -4.3986 4.1347 -1.0708  0.354
H: -3.6920 -1.6558 -2.1278  0.370
H: 2.9876 -7.2157 -1.3802  0.424
H: -0.1686 -1.6860 1.7996  0.086
H: 0.7259 0.8534 2.4236  0.344
H: 2.4075 -0.4900 1.5894  0.154
H: -0.5804 4.9507 7.9112  0.432
H: -2.8755 -1.8867 -3.6714  0.274
H: 0.1362 8.0594 5.1447  0.389
H: 0.9208 6.4538 6.7738  0.392
H: -0.3773 7.2857 7.3647  0.352
H: -0.3760 -3.4286 2.1408  0.631
H: 0.8410 4.1262 6.0804  0.434
H: 1.5318 -5.7355 -2.7113  0.462
H: -4.1289 5.9132 -1.3196  0.251
H: -3.6743 -3.8747 -0.9073  0.500
H: 3.1233 -0.3256 -0.0329  0.320
H: -2.5297 -1.8709 0.1764  0.149
H: -2.0945 -4.6948 -0.9179  0.330
H: -3.9617 6.2101 1.1961  0.322
H: -1.2294 -4.3917 -6.5497  0.438
H: -0.0461 6.3928 3.2850  0.466
H: 3.7471 -1.5629 1.0914  0.288
H: 2.0389 -2.9828 1.9790  0.499
H: -1.7533 5.1093 2.3075  0.774
H: 1.5063 -3.9012 0.5432  0.123
H: 5.5816 -3.9151 -0.5619  0.455
H: 5.0340 -6.3144 -0.3228  0.422
H: -0.7419 3.3400 6.0199  0.496
H: -4.1068 -3.0687 -3.1375  0.316
H: -1.9153 5.7706 -0.1869  0.417
H: -1.8390 5.4367 6.7493  0.375
H: -2.5378 3.1296 -1.8634  0.768
H: 4.1381 -2.4424 -1.8981  0.545
H: 0.5827 -5.3147 -7.9473  0.397
H: -4.2093 4.4179 1.4035  0.234
H: -0.2189 -3.0331 -2.8207  -0.323
H: 1.2680 5.9839 4.3955  0.190

Results
- net charge = +1
- HOMO level (spin up / spin down) (eV) = -7.65 / -9.45
- Kohn-Sham gap (spin up / spin down) (eV) = 4.20 / 6.00
- multiplicity = 5

=====

Formula: C3H4O2
Source: the Open Molecules 2025 dataset
Level of theory: ωB97M-V/def2-TZVPD

Last column: Mulliken charge in e.
Positions of all 9 atoms, in Å:
O: -1.4882 -1.0351 -0.6903  -0.415
O: 1.1112 2.1375 -0.2187  -0.369
C: 1.3347 0.9912 -0.1751  0.727
C: 1.5651 -0.2982 -0.1171  -0.896
C: -1.8326 -0.3032 0.2043  -0.100
H: 2.5171 -0.6539 0.2522  0.239
H: -1.1161 0.0604 0.9669  0.229
H: -2.8782 0.0441 0.3069  0.261
H: 0.7952 -0.9777 -0.4682  0.325

Results
- net charge = 0
- HOMO level (eV) = -9.30
- Kohn-Sham gap (eV) = 9.91
- SMILES string = C=C=O.C=O
- energy above the lowest of the compared OMol25 structures with the same formula, charge and spin (kcal/mol) = 43.0

=====

Strongest force on any atom across the listed records, respectively: 3.02, 1.16, 1.82, 0.96 eV/A.